Molecular formula: C5H5I2OsS5Se
Method: DFT, wB97M-V/def2-TZVPD

Max |F|: 0.07652 Eh/bohr
Net charge: +1
Energy: -143446.6372 eV
HOMO-LUMO gap (spin up / spin down): 6.3 / 4.8 eV
Spin multiplicity: 5

Geometry as XYZ:
```
19
Properties=species:S:1:pos:R:3:forces:R:3
Os 1.53399 1.44289 -1.18415 0.49 0.94 -0.07
I 4.14469 0.73852 -1.90883 0.58 -0.40 -0.83
C 4.86217 0.13430 0.03827 0.20 0.47 -0.16
I 3.32366 1.06540 1.18016 0.16 -0.34 1.28
H 5.86183 0.58423 0.27696 -1.10 -0.41 -0.40
H 4.86442 -0.96811 0.06385 -0.16 0.69 0.17
C -1.32860 -2.95261 -0.12672 -0.43 2.03 -0.01
S -2.92014 -2.08009 -0.07841 -0.03 0.99 0.45
C -2.57746 -0.39370 0.29156 -3.17 -2.34 -0.07
C -1.55341 0.40084 0.00112 2.92 2.15 -0.54
S -0.08839 -0.07298 -0.85647 -1.35 0.26 0.67
S -1.79242 2.07679 0.50651 1.09 0.17 -0.44
C -3.44913 2.01546 0.91349 -0.98 -0.34 0.27
S -4.41468 3.24706 1.35695 0.46 -0.14 -0.13
S -4.04810 0.37714 0.87482 0.51 -0.33 0.00
H -1.51845 -3.78242 0.49269 0.27 -1.23 0.46
H -0.54672 -2.28549 0.25309 -0.18 -0.57 -0.01
H -1.22487 -3.12834 -1.17145 0.68 -0.70 -0.57
Se 0.87159 3.58111 -0.92345 0.04 -0.88 -0.06
```
Positions in Å, forces in eV/Å.

---

Molecular formula: CH6N2O
Method: DFT, wB97M-V/def2-TZVPD

Max |F|: 0.09247 Eh/bohr
Relative energy (zero: lowest compared OMol25 entry of this formula, charge and spin): 87.3 kcal per mole
Energy: -6158.7091 eV
HOMO-LUMO gap: 5.9 eV

Geometry as XYZ:
```
10
Properties=species:S:1:pos:R:3:forces:R:3
O 0.73890 -0.66586 -2.76476 -0.38 0.25 1.40
H 0.71179 -1.49432 -3.24814 0.07 -0.12 0.03
N 0.57825 0.73787 1.59884 0.40 0.97 -1.81
C -0.38833 0.10310 0.92984 -3.74 -0.75 2.84
N -0.55448 -0.09765 -0.34647 0.59 0.41 2.50
H 0.87727 1.55231 1.05514 0.83 -0.53 0.34
H 0.51424 0.91675 2.59245 -0.32 -0.37 -0.28
H -1.26293 -0.22464 1.65344 1.58 0.48 -1.58
H -1.47668 -0.39194 -0.61065 0.13 -0.49 -0.49
H 0.26196 -0.43561 -0.85969 0.84 0.15 -2.96
```
Positions in Å, forces in eV/Å.

---

Molecular formula: C14H37MgO9S5
Method: DFT, wB97M-V/def2-TZVPD

Max |F|: 0.05040 Eh/bohr
Net charge: +1
Relative energy (zero: lowest compared OMol25 entry of this formula, charge and spin): 11.0 kcal per mole
Energy: -93161.3634 eV
HOMO-LUMO gap: 8.5 eV

Geometry as XYZ:
```
66
Properties=species:S:1:pos:R:3:forces:R:3
Mg -2.38972 0.43441 0.05956 0.67 0.14 -1.27
O -0.67944 0.04607 -0.54499 0.95 0.37 -1.02
H 0.00442 -0.43281 -0.10038 0.40 -0.30 0.15
C 1.84064 -2.21925 1.44836 0.16 -0.05 0.00
C 2.77131 -1.45801 2.37049 0.43 -1.02 0.25
C 3.95381 -2.32097 2.89402 -0.42 0.00 -0.25
O 5.10791 -1.67186 2.38208 0.25 -0.62 0.59
C 4.78027 -0.52205 1.80642 -0.15 0.08 -0.32
O 5.55075 0.30561 1.46626 0.16 0.48 -0.33
O 3.43700 -0.45155 1.62282 -0.41 0.74 0.44
H 1.53450 -3.17182 1.88650 -0.02 0.06 0.12
H 2.41117 -2.44190 0.54518 -0.16 -0.03 -0.09
H 0.94884 -1.65292 1.17762 0.04 0.06 0.01
H 2.28250 -1.06461 3.26723 -0.23 0.47 -0.38
H 3.90645 -3.34201 2.51637 0.16 0.01 0.05
H 3.98820 -2.31275 3.98236 0.13 -0.13 -0.02
C -1.20037 2.45789 -3.32418 -0.23 -0.62 -0.41
S -2.40580 3.00152 -2.09393 0.57 -0.53 0.29
O -2.83468 1.74106 -1.36141 -0.36 0.89 -0.74
C -1.26952 3.84138 -0.99546 0.63 0.52 -0.17
H -0.80501 3.28954 -3.90501 -0.11 0.17 0.16
H -1.74258 1.79475 -4.00143 -0.24 0.31 -0.12
H -0.40207 1.82154 -2.94436 -0.11 0.36 0.59
H -1.78769 4.06923 -0.06898 -0.05 -0.16 0.02
H -0.90896 4.77967 -1.42819 -0.45 0.00 -0.26
H -0.36653 3.25373 -0.84397 -0.30 -0.45 0.20
C -1.64398 -2.48723 3.51158 -0.21 0.11 -0.26
S -2.77156 -2.04929 2.14316 -0.36 -0.71 0.00
O -2.28150 -0.78607 1.48062 -0.01 -1.42 2.17
C -2.28931 -3.37605 1.00598 0.00 0.44 -0.25
H -1.97641 -3.42325 3.96329 -0.09 -0.16 -0.42
H -1.72208 -1.76668 4.32191 0.07 0.32 -0.25
H -0.63222 -2.58241 3.12266 0.06 0.08 0.11
H -1.20654 -3.34290 0.88839 0.01 -0.21 0.10
H -2.73149 -3.11358 0.04685 -0.05 0.19 0.09
H -2.68496 -4.35041 1.28243 0.16 0.04 0.41
C 0.65949 2.60561 1.71311 0.23 -0.38 0.71
S -1.00995 2.32082 2.42175 1.02 -0.34 -0.46
O -1.85373 1.80686 1.28779 -0.10 1.33 1.18
C -0.50207 0.87952 3.40078 0.60 0.18 -0.45
H 0.97636 1.73685 1.13395 -0.43 0.06 -0.33
H 1.37624 2.65849 2.53885 -0.26 0.21 0.13
H 0.72629 3.53719 1.16261 -0.27 -0.01 -0.11
H -1.39196 0.47723 3.86424 0.01 -0.09 0.15
H 0.27651 1.16498 4.11079 -0.43 0.35 0.27
H -0.00048 0.16465 2.74662 -0.47 -0.10 -0.24
C 1.91759 0.64548 -2.72284 -0.03 0.38 -0.13
S 3.35870 0.15848 -1.74672 0.52 -0.12 -1.18
O 4.30184 -0.39362 -2.78178 -0.39 0.16 0.81
C 3.92317 1.84054 -1.42486 -0.09 0.58 0.29
H 1.09924 0.97821 -2.08684 0.02 -0.17 0.24
H 1.59576 -0.19918 -3.32860 0.09 -0.21 0.24
H 2.23230 1.43272 -3.41035 0.06 0.03 0.03
H 4.77908 1.86703 -0.75190 0.05 -0.41 -0.08
H 3.14266 2.44139 -0.94790 -0.16 -0.21 -0.04
H 4.18841 2.30989 -2.37250 0.01 -0.19 -0.08
C -4.82455 -0.43831 -3.04321 -0.72 0.67 0.11
S -3.69125 -1.61786 -2.29242 -0.06 0.24 -0.50
O -3.25420 -0.99397 -0.99155 -0.98 -0.59 -0.53
C -2.34271 -1.37995 -3.45940 0.27 -0.08 0.02
H -4.35185 0.54419 -3.04563 0.14 -0.10 0.07
H -5.73485 -0.35666 -2.44475 0.26 -0.20 0.35
H -5.20759 -0.65432 -4.04166 0.58 -0.52 -0.08
H -2.19889 -0.31894 -3.64481 0.03 0.00 0.11
H -2.53669 -1.90593 -4.39428 -0.33 0.00 0.06
H -1.43819 -1.80744 -3.02831 -0.07 0.11 0.21
```
Positions in Å, forces in eV/Å.

---

Molecular formula: C6H6N
Method: DFT, wB97M-V/def2-TZVPD

Max |F|: 0.11214 Eh/bohr
Net charge: +1
Relative energy (zero: lowest compared OMol25 entry of this formula, charge and spin): 119.9 kcal per mole
Energy: -7794.5449 eV
HOMO-LUMO gap (spin up / spin down): 8.4 / 8.4 eV
SMILES: C#CC1=C2[C@@H]1[N@@H+]2C

Geometry as XYZ:
```
13
Properties=species:S:1:pos:R:3:forces:R:3
C 1.34749 0.89943 -3.26972 -0.53 0.80 -0.17
C 1.17402 0.93586 -2.07863 1.01 0.07 -1.04
C 0.87535 0.58089 -0.80947 -4.65 -0.69 3.34
C 1.06855 0.43322 0.57973 1.83 0.37 0.16
C -0.47080 0.45859 -0.14536 1.10 0.37 -2.31
C -0.77908 -0.80194 2.05275 -2.31 -0.42 -1.40
N -0.08640 -0.54576 0.76718 0.06 -2.21 -1.49
H 1.26299 1.05687 -4.32722 0.40 -0.29 0.05
H -1.40767 1.02475 -0.05679 0.74 0.12 0.04
H -1.75642 -1.30497 1.79988 1.24 0.06 0.17
H -0.20489 -1.34940 2.72767 1.19 -1.25 0.60
H -1.10126 0.04307 2.59778 0.17 1.65 -0.01
H 0.07812 -1.43060 0.16218 -0.25 1.44 2.07
```
Positions in Å, forces in eV/Å.

---

Molecular formula: C11H8FeN2S7
Method: DFT, wB97M-V/def2-TZVPD

Max |F|: 0.03606 Eh/bohr
Relative energy (zero: lowest compared OMol25 entry of this formula, charge and spin): 4.6 kcal per mole
Energy: -124752.2647 eV
HOMO-LUMO gap (spin up / spin down): 5.8 / 5.8 eV
Spin multiplicity: 5

Geometry as XYZ:
```
29
Properties=species:S:1:pos:R:3:forces:R:3
Fe -0.30050 -0.09693 -0.14689 -0.14 -0.07 -0.26
S -6.66699 -2.18219 -2.97105 -0.22 -0.07 -0.10
C -5.23203 -1.71339 -2.34704 0.21 0.07 0.06
S -4.96934 -1.48017 -0.63955 0.22 0.01 -0.58
C -3.28831 -1.00927 -0.75596 0.18 -0.11 -1.77
C -2.74597 -0.97075 -2.01911 -1.18 -0.21 1.41
S -1.12905 -0.53814 -2.34864 1.20 0.34 -0.04
S -3.82449 -1.40102 -3.33082 -0.23 -0.01 0.56
S -2.43034 -0.63158 0.66958 0.67 0.28 0.99
C -0.82504 0.10996 3.76031 -0.28 -0.08 0.06
C 0.48991 0.43162 3.17769 0.32 0.18 0.96
N 0.81020 0.40795 1.92619 -0.28 -0.17 -1.00
C 2.11851 0.76237 1.72099 0.59 0.27 1.08
C 2.80429 1.06324 2.86545 -0.42 -0.14 -0.25
S 1.79742 0.90220 4.23866 -0.38 -0.19 -0.88
C 2.66751 0.79617 0.38347 1.16 0.30 -0.32
C 3.95363 1.13435 0.06922 -0.35 -0.12 -0.21
S 4.20646 1.05130 -1.62152 -0.96 -0.25 0.27
C 2.54554 0.55934 -1.81624 0.79 0.20 -0.30
N 1.89367 0.47585 -0.69922 -0.94 -0.21 0.55
C 1.98124 0.27614 -3.14802 -0.13 -0.06 -0.21
H -1.52945 -0.16245 2.98245 -0.10 -0.03 0.01
H -1.20487 0.96626 4.31219 -0.12 0.09 0.00
H -0.72643 -0.71104 4.46628 -0.05 -0.13 0.02
H 3.82375 1.36366 2.96958 0.33 0.09 -0.04
H 4.74659 1.42098 0.72575 0.18 0.07 0.24
H 2.73156 0.41944 -3.91860 0.00 -0.01 -0.13
H 1.12971 0.92836 -3.33578 -0.03 0.04 -0.06
H 1.60742 -0.74605 -3.18200 0.00 -0.06 -0.05
```
Positions in Å, forces in eV/Å.

---

Molecular formula: C19H47BrN5O5
Method: DFT, wB97M-V/def2-TZVPD

Max |F|: 0.04543 Eh/bohr
Net charge: -1
Relative energy (zero: lowest compared OMol25 entry of this formula, charge and spin): 20.4 kcal per mole
Energy: -108195.1763 eV
HOMO-LUMO gap: 6.1 eV

Geometry as XYZ:
```
77
Properties=species:S:1:pos:R:3:forces:R:3
C 4.10070 -0.76106 2.07438 0.75 -0.26 0.17
C 3.84420 -2.28976 1.89562 -0.54 0.39 -0.50
C 2.29135 -2.60523 1.80406 1.56 -0.43 1.69
Br 1.88256 -2.81768 -0.11197 -0.33 0.47 0.33
C 1.96581 -3.87859 2.66896 0.53 0.41 -0.34
N 0.59391 -3.88877 3.19137 -0.08 -0.06 -0.52
C -0.44236 -3.99428 2.15366 -0.97 -0.07 -0.08
C -1.12979 -2.62394 1.74074 -0.54 -0.65 0.21
N -0.90923 -1.50073 2.65265 -0.46 0.41 -0.68
C 2.39953 -5.22448 1.97200 0.39 -1.81 -0.98
O 1.70687 -6.23067 2.23337 -0.94 0.37 0.96
O 3.39223 -5.30118 1.20612 0.15 1.68 0.55
H 3.79324 -0.15905 1.19579 -0.06 -0.37 0.50
H 5.19807 -0.59790 2.21847 -0.70 -0.06 -0.19
H 3.62375 -0.36469 3.00270 0.09 -0.29 -0.72
H 4.28088 -2.67856 0.95331 0.10 0.27 0.80
H 4.31746 -2.82231 2.74577 -0.42 0.15 -0.54
H 1.79731 -1.72527 2.27001 -0.24 -0.64 -0.87
H 2.63594 -3.78354 3.56043 -0.46 -0.01 -0.57
H 0.50357 -4.72580 3.76689 0.28 0.17 -0.35
H -0.11908 -4.50552 1.22127 0.08 0.16 0.63
H -1.25267 -4.63411 2.58217 0.60 0.39 -0.28
H -0.86710 -2.39047 0.68564 0.06 0.25 0.88
H -2.23340 -2.80927 1.72396 0.74 -0.01 -0.11
H -0.18037 -0.86800 2.34433 0.06 -0.30 0.31
H -0.79905 -1.79138 3.61643 0.41 -0.07 -0.33
C 0.35093 2.91382 0.54471 -0.19 -0.04 -0.06
C 0.63961 2.81097 2.03923 0.23 0.03 -0.20
C 1.18687 4.10762 2.66286 -0.12 -0.14 0.21
O 2.54286 4.39383 2.35388 -0.21 0.18 -0.05
C 2.75514 4.93024 1.06225 0.31 -0.15 0.13
N 1.54054 1.67743 2.26886 0.00 0.20 0.24
H 1.25020 2.83560 -0.06560 -0.01 0.04 0.08
H -0.30600 2.10067 0.23151 0.06 0.00 0.06
H -0.14940 3.85542 0.30244 0.03 0.00 -0.02
H -0.31104 2.59288 2.53768 0.07 0.05 0.09
H 1.15621 3.99485 3.75038 0.11 -0.01 -0.02
H 0.54927 4.96881 2.42082 0.01 0.00 -0.16
H 1.94422 5.59922 0.75812 -0.06 -0.07 -0.03
H 2.88269 4.12848 0.33246 -0.14 0.10 -0.17
H 3.68567 5.50024 1.08477 -0.04 0.02 0.10
H 1.64159 1.53043 3.27045 -0.09 -0.13 -0.04
H 2.47175 1.96307 1.97177 -0.05 -0.16 -0.11
C 2.17721 5.39938 -4.93272 0.17 0.17 -0.14
C 1.25370 5.71336 -3.75915 -0.04 -0.34 -0.13
C 1.48718 4.82656 -2.52271 -0.12 0.11 0.13
O 0.99657 3.50288 -2.63656 0.24 0.21 -0.05
C 1.81055 2.63356 -3.40620 -0.31 -0.23 0.04
N -0.13866 5.64452 -4.21760 -0.03 0.00 0.22
H 1.86005 4.52011 -5.49374 -0.03 -0.01 0.12
H 2.18368 6.23227 -5.63870 -0.06 -0.02 0.05
H 3.20471 5.24227 -4.59631 -0.03 -0.03 0.00
H 1.45807 6.74582 -3.45568 -0.04 -0.05 0.10
H 0.93611 5.26779 -1.68643 -0.05 -0.07 -0.02
H 2.54555 4.81915 -2.22885 0.07 -0.03 -0.13
H 2.87567 2.84064 -3.26877 -0.01 0.07 -0.04
H 1.54170 2.69521 -4.46219 0.21 0.01 -0.08
H 1.61038 1.61237 -3.08024 -0.01 0.07 0.11
H -0.74659 5.96788 -3.46922 0.00 0.08 -0.08
H -0.37799 4.65946 -4.31522 0.04 0.06 -0.09
C -6.33535 -4.26446 -2.21761 -0.25 -0.04 -0.13
C -6.01292 -4.40449 -0.73238 0.32 0.04 -0.19
C -5.39052 -3.14403 -0.10443 -0.02 -0.06 0.21
O -4.03517 -2.91719 -0.44221 -0.31 0.09 -0.08
C -3.82719 -2.37005 -1.73047 0.35 -0.11 0.12
N -5.15920 -5.58197 -0.54050 -0.01 0.13 0.17
H -5.45484 -4.37427 -2.85097 0.03 0.04 0.11
H -7.03742 -5.04256 -2.52453 0.05 -0.01 0.06
H -6.79733 -3.29765 -2.43268 0.04 0.00 0.00
H -6.96011 -4.58646 -0.21272 0.06 0.05 0.08
H -5.39948 -3.27302 0.98179 0.09 -0.02 -0.02
H -5.99345 -2.25049 -0.31700 -0.02 -0.01 -0.15
H -4.61215 -1.65870 -2.00568 -0.07 -0.06 -0.01
H -3.75262 -3.16484 -2.47505 -0.12 0.10 -0.16
H -2.87073 -1.84599 -1.71993 -0.03 0.00 0.12
H -5.04179 -5.74357 0.45655 -0.05 -0.09 -0.05
H -4.22301 -5.33483 -0.85665 -0.06 -0.08 -0.06
```
Positions in Å, forces in eV/Å.

---

Molecular formula: C8H13NO3
Method: DFT, wB97M-V/def2-TZVPD

Max |F|: 0.06623 Eh/bohr
Relative energy (zero: lowest compared OMol25 entry of this formula, charge and spin): 70.2 kcal per mole
Energy: -16136.9123 eV
HOMO-LUMO gap: 10.2 eV

Geometry as XYZ:
```
25
Properties=species:S:1:pos:R:3:forces:R:3
C 0.69245 -2.30037 0.17948 1.96 -0.93 -0.47
C 0.52281 1.67809 -0.33142 -1.81 -0.25 -0.09
C 1.33103 1.49278 0.90399 0.83 -0.61 2.57
C 1.17688 0.33345 -0.10159 -0.68 -0.86 0.74
C -1.02139 -1.39107 0.08328 -2.59 1.13 -0.56
C -1.79153 -0.95709 -1.17665 0.46 -1.28 -0.41
C -1.79798 -1.10623 1.38030 -1.57 -1.70 -0.70
C 2.54990 0.08252 -0.72930 -1.56 1.83 -2.18
N 0.34562 -0.97898 0.17941 2.30 2.50 -0.26
O 1.71758 -2.92796 0.25429 -0.83 0.59 0.06
O -0.58714 -2.76716 0.01031 -0.04 0.19 0.58
O 3.39941 -0.39926 0.21118 0.28 -1.04 1.96
H -0.60217 1.85388 -0.30350 1.61 -0.58 0.29
H 0.95219 2.22077 -1.14852 0.25 0.38 -0.22
H 2.37743 1.94554 1.04014 -1.68 -0.77 -0.68
H 0.91096 1.34096 1.95985 -0.04 0.41 -1.93
H -2.87488 -1.18351 -1.09614 0.66 0.62 0.14
H -1.45757 -1.53621 -2.07170 0.10 0.44 0.73
H -1.51600 0.07702 -1.33894 -0.62 0.33 -0.18
H -1.58618 -2.00789 2.01636 0.32 1.64 0.35
H -2.89958 -1.20802 1.23038 0.65 -0.13 -0.34
H -1.74229 -0.06322 1.69078 0.84 -0.33 0.60
H 2.92377 1.15300 -1.03854 -0.63 -2.08 -0.02
H 2.41789 -0.62017 -1.59150 0.43 0.66 0.31
H 2.78127 -0.75297 0.88970 1.35 -0.20 -0.29
```
Positions in Å, forces in eV/Å.

---

- The highest energy belongs to which entry?
  CH6N2O